Entry from OMol25: a cluster of 6 separate species, C6H24N12O6 in total (ωB97M-V/def2-TZVPD).

Bonds (Å) are listed after each position.
Geometry (Å):
1 N 3.70092 1.70845 0.01802  C2 1.289, H5 1.010, H6 1.010
2 C 2.67581 0.93395 0.12422  N1 1.289, N3 1.299, O4 1.229
3 N 1.81946 1.22986 -0.80712  C2 1.299, H7 1.010, H8 1.010
4 O 2.46574 0.33408 1.17660  C2 1.229
5 H 4.39381 1.85182 0.73874  N1 1.010
6 H 3.72642 2.34891 -0.76253  N1 1.010
7 H 0.99940 0.65557 -0.94047  N3 1.010
8 H 2.18183 1.66205 -1.64497  N3 1.010
9 N 2.72577 -1.84119 -2.29929  C10 1.318, H13 1.010, H14 1.010
10 C 4.02030 -1.60126 -2.36637  N9 1.318, N11 1.277, O12 1.243
11 N 4.65034 -2.70234 -2.22138  C10 1.277, H15 1.010, H16 1.010
12 O 4.48857 -0.49718 -2.69145  C10 1.243
13 H 2.41224 -2.70924 -1.88904  N9 1.010
14 H 1.97702 -1.16697 -2.36930  N9 1.010
15 H 5.61884 -2.51888 -2.00124  N11 1.010
16 H 4.17701 -3.57659 -2.04325  N11 1.010
17 N 3.56930 -2.78273 2.37451  C18 1.315, H21 1.010, H22 1.010
18 C 2.58636 -3.29918 1.67012  N17 1.315, N19 1.287, O20 1.203
19 N 2.11419 -2.48012 0.79633  C18 1.287, H23 1.010, H24 1.010
20 O 2.09403 -4.39235 1.77366  C18 1.203
21 H 4.07413 -1.95063 2.10456  N17 1.010
22 H 3.97362 -3.45806 3.00739  N17 1.010
23 H 2.21348 -1.51432 1.07466  N19 1.010
24 H 1.42255 -2.87593 0.17577  N19 1.010
25 N -2.36065 2.75134 1.87037  C26 1.312, H29 1.010, H30 1.010
26 C -3.02365 3.77167 2.36211  N25 1.312, N27 1.238, O28 1.214
27 N -2.22016 4.65884 2.67703  C26 1.238, H31 1.010, H32 1.010
28 O -4.20933 3.66145 2.59924  C26 1.214
29 H -1.35864 2.64747 1.94316  N25 1.010
30 H -2.89998 1.91323 1.70665  N25 1.010
31 H -1.30908 4.62837 2.24216  N27 1.010
32 H -2.56860 5.46700 3.17256  N27 1.010
33 N -5.44927 -0.12514 -0.88068  C34 1.259, H37 1.010, H38 1.010
34 C -5.33162 1.12850 -0.86076  N33 1.259, N35 1.337, O36 1.205
35 N -4.80658 1.45102 0.32571  C34 1.337, H39 1.010, H40 1.010
36 O -5.48744 1.92568 -1.75090  C34 1.205
37 H -5.90107 -0.39638 -1.74230  N33 1.010
38 H -5.36605 -0.67841 -0.03980  N33 1.010
39 H -5.03686 2.41611 0.51456  N35 1.010
40 H -4.93673 0.72672 1.01749  N35 1.010
41 N -1.88752 -1.62367 -1.75396  C42 1.270, H45 1.010, H46 1.010
42 C -0.96671 -1.03905 -1.10317  N41 1.270, N43 1.303, O44 1.208
43 N -1.42030 -0.11209 -0.30746  C42 1.303, H47 1.010, H48 1.010
44 O 0.19567 -1.32653 -1.26131  C42 1.208
45 H -1.64455 -2.46028 -2.26499  N41 1.010
46 H -2.83664 -1.37888 -1.51036  N41 1.010
47 H -0.88236 0.41241 0.36754  N43 1.010
48 H -2.37302 0.22291 -0.32108  N43 1.010

Lowest unoccupied orbital energy   -0.02 eV
SMILES string   NC(N)=O.NC(N)=O.NC(N)=O.NC(N)=O.NC(N)=O.NC(N)=O
E_HOMO   -8.82 eV
ΔE to the lowest compared entry with this formula, charge and spin   443.8 kJ/mol